One molecule with the formula C5H13NO, computed with ωB97M-V/def2-TZVPD.

Calculated values
- Orbital gap: 9.6 eV
- E_HOMO: -8.69 eV
- SMILES: CN[C@@H](C)CCO
- Total energy: -328.2510 Ha
- F_max: 2.23 eV/A

Structure (ORCA input):
```
! wB97M-V def2-TZVPD RIJCOSX def2/J DEFGRID3
* xyz 0 1
C 0.882 2.037 1.083
N 0.071 0.843 0.921
C 0.182 0.229 -0.402
C -0.417 -1.162 -0.425
C -1.825 -1.222 0.186
O -2.801 -1.782 -0.693
C 1.638 0.212 -0.994
H 0.986 2.638 0.179
H 1.907 1.991 1.480
H 0.396 2.686 1.812
H 0.283 0.250 1.714
H -0.392 0.860 -1.087
H 0.239 -1.883 0.064
H -0.624 -1.411 -1.469
H -2.119 -0.257 0.580
H -1.753 -1.977 0.976
H -2.558 -2.702 -0.798
H 1.910 -0.842 -0.960
H 1.674 0.812 -1.883
H 2.322 0.681 -0.286
*
```

A 2-piece molecular cluster, C5H13NO overall, computed with ωB97M-V/def2-TZVPD.

Calculated values
- Orbital gap: 9.8 eV
- E_HOMO: -9.02 eV
- SMILES: C[C@@H]1C[C@H]1CN.O
- Total energy: -328.2421 Ha
- F_max: 3.22 eV/A

Structure (ORCA input):
```
! wB97M-V def2-TZVPD RIJCOSX def2/J DEFGRID3
* xyz 0 1
C 2.743 1.313 -0.325
C 1.823 0.306 0.371
C 1.848 -1.174 0.154
C 0.679 -0.367 -0.391
C -0.666 -0.358 0.368
H -4.180 1.028 0.767
H -5.520 0.739 0.012
H 2.174 2.143 -0.671
H 3.620 1.622 0.282
H 3.128 0.646 -1.163
H 1.495 0.710 1.326
H 1.701 -1.800 1.033
H 2.533 -1.576 -0.603
H 0.607 -0.361 -1.494
H -0.813 0.537 0.961
H -0.534 -1.109 1.106
H -2.616 -0.810 -0.011
H -1.652 -1.477 -1.101
N -1.812 -0.626 -0.584
O -4.559 0.613 -0.037
*
```

A 2-piece molecular cluster, C5H13NO overall, computed with ωB97M-V/def2-TZVPD.

Calculated values
- Orbital gap: 10.6 eV
- E_HOMO: -9.86 eV
- SMILES: CC(N)=O.CCC
- Total energy: -328.3096 Ha
- F_max: 1.31 eV/A

Structure (ORCA input):
```
! wB97M-V def2-TZVPD RIJCOSX def2/J DEFGRID3
* xyz 0 1
C 2.215 0.726 2.216
C 2.865 -0.471 1.570
O 3.946 -0.436 1.021
N 2.079 -1.593 1.599
H 1.683 0.485 3.139
H 1.576 1.199 1.473
H 2.438 -2.493 1.328
H 1.182 -1.570 2.045
H 2.967 1.492 2.387
C -1.308 0.185 -1.286
C -1.599 0.650 -2.712
C -2.611 -0.123 -0.542
H -0.722 -0.724 -1.373
H -0.744 0.938 -0.760
H -1.990 -0.165 -3.323
H -0.747 1.085 -3.240
H -2.656 -1.148 -0.156
H -2.679 0.452 0.388
H -2.378 1.427 -2.675
H -3.518 0.083 -1.100
*
```

One molecule with the formula C5H13NO, computed with ωB97M-V/def2-TZVPD.

Calculated values
- Orbital gap: 9.3 eV
- E_HOMO: -8.32 eV
- SMILES: CC[C@@H](CO)NC
- Total energy: -328.2347 Ha
- F_max: 4.87 eV/A

Structure (ORCA input):
```
! wB97M-V def2-TZVPD RIJCOSX def2/J DEFGRID3
* xyz 0 1
C 0.309 1.677 -1.567
N -0.545 0.805 -0.777
C 0.902 0.846 1.722
C 0.193 -0.442 1.225
C 0.006 -0.514 -0.232
C -1.154 -1.539 -0.824
O -0.659 -2.806 -0.480
H 0.640 2.561 -1.054
H -0.347 1.994 -2.395
H 1.266 1.177 -1.885
H -1.050 1.359 -0.053
H 1.979 0.599 1.550
H 0.666 1.726 1.134
H 0.864 0.925 2.863
H 0.768 -1.307 1.647
H -0.720 -0.447 1.815
H 0.891 -0.879 -0.761
H -1.152 -1.505 -1.925
H -2.132 -1.246 -0.426
H -0.728 -2.984 0.424
*
```

One molecule with the formula C5H13NO, computed with ωB97M-V/def2-TZVPD.

Calculated values
- Orbital gap: 9.9 eV
- E_HOMO: -8.88 eV
- SMILES: CC[C@H](CO)NC
- Total energy: -328.2754 Ha
- F_max: 0.96 eV/A

Structure (ORCA input):
```
! wB97M-V def2-TZVPD RIJCOSX def2/J DEFGRID3
* xyz 0 1
C 2.493 0.557 -0.074
N 1.462 -0.234 -0.797
C -1.663 0.226 1.459
C -0.197 0.058 1.081
C 0.089 0.137 -0.425
C -0.855 -0.766 -1.226
O -2.104 -0.124 -1.487
H 3.434 0.525 -0.632
H 2.170 1.586 0.001
H 2.711 0.138 0.908
H 1.606 -1.189 -0.490
H -1.767 0.284 2.526
H -2.238 -0.645 1.140
H -2.084 1.125 1.014
H 0.174 -0.892 1.461
H 0.427 0.789 1.596
H -0.086 1.158 -0.771
H -0.380 -1.074 -2.153
H -1.059 -1.697 -0.690
H -2.134 0.037 -2.442
*
```

A 2-piece molecular cluster, C5H13NO overall, computed with ωB97M-V/def2-TZVPD.

Calculated values
- Orbital gap: 9.5 eV
- E_HOMO: -8.59 eV
- SMILES: C=CCCCN.O
- Total energy: -328.2365 Ha
- F_max: 1.93 eV/A

Structure (ORCA input):
```
! wB97M-V def2-TZVPD RIJCOSX def2/J DEFGRID3
* xyz 0 1
C 0.790 1.419 -1.968
C 1.927 0.729 -1.199
C 1.561 0.295 0.228
C 0.286 -1.809 0.043
C 0.367 -0.587 0.564
N -0.425 0.648 -2.154
H 1.204 1.617 -2.965
H 0.598 2.411 -1.572
H 2.333 -0.124 -1.746
H 2.735 1.452 -1.116
H 1.570 1.196 0.843
H 2.410 -0.278 0.614
H -0.299 -2.641 0.393
H 1.109 -2.118 -0.599
H 0.048 -0.455 1.591
H -0.286 -0.047 -2.865
H -0.752 0.297 -1.271
H -4.422 -0.295 4.623
H -5.822 -0.671 4.291
O -4.931 -1.040 4.264
*
```

A 2-piece molecular cluster, C5H13NO overall, computed with ωB97M-V/def2-TZVPD.

Calculated values
- Orbital gap: 7.5 eV
- E_HOMO: -8.77 eV
- Total energy: -328.0935 Ha
- F_max: 8.39 eV/A

Structure (ORCA input):
```
! wB97M-V def2-TZVPD RIJCOSX def2/J DEFGRID3
* xyz 0 1
C 0.960 -1.178 1.714
C 1.389 -2.341 0.823
C 0.844 0.105 0.815
N -0.121 0.077 -0.197
C -0.405 1.389 -0.982
C -1.815 1.090 -1.418
O -2.520 0.780 -0.335
H 1.612 -0.923 2.556
H 0.035 -1.345 2.257
H 0.654 -2.215 -0.022
H 2.427 -2.358 0.424
H 1.232 -3.259 1.231
H 0.621 0.950 1.551
H 1.880 0.356 0.369
H -1.065 -0.121 0.274
H -0.536 2.357 -0.281
H 0.278 1.566 -1.839
H -1.644 2.551 -2.684
H -1.745 0.356 -2.211
H -2.079 2.166 -2.044
*
```

A 2-piece molecular cluster, C5H13NO overall, computed with ωB97M-V/def2-TZVPD.

Calculated values
- Orbital gap: 10.9 eV
- E_HOMO: -10.09 eV
- SMILES: [H]/N=C\C(C)C.CO
- Total energy: -328.2609 Ha
- F_max: 2.18 eV/A

Structure (ORCA input):
```
! wB97M-V def2-TZVPD RIJCOSX def2/J DEFGRID3
* xyz 0 1
C -1.104 1.096 -0.003
C -1.209 -0.249 -0.718
C -0.995 2.237 -1.008
H -1.996 1.244 0.618
H 1.894 -0.642 0.090
H -0.202 2.044 -1.741
H -2.170 -0.335 -1.234
H -1.129 -1.089 -0.019
H -0.412 -0.369 -1.461
H -0.756 3.184 -0.512
H -1.935 2.365 -1.553
C 1.862 -2.548 0.404
C 0.087 1.114 0.925
O 2.521 -1.375 -0.035
N 0.193 0.325 1.945
H -0.638 -0.269 2.042
H 0.906 1.821 0.715
H 1.546 -3.122 -0.469
H 0.987 -2.289 1.007
H 2.550 -3.144 1.007
*
```

A 2-piece molecular cluster, C5H13NO overall, computed with ωB97M-V/def2-TZVPD.

Calculated values
- Orbital gap: 8.7 eV
- E_HOMO: -7.99 eV
- SMILES: CC(C)=C(C)N.O
- Total energy: -328.2409 Ha
- F_max: 3.37 eV/A

Structure (ORCA input):
```
! wB97M-V def2-TZVPD RIJCOSX def2/J DEFGRID3
* xyz 0 1
C -1.442 -2.120 -1.009
N -1.746 0.645 -0.478
C -0.416 0.134 -0.746
C -0.222 -1.231 -0.917
C 1.086 -1.813 -1.521
C 0.599 1.022 -0.120
H -2.103 -1.839 -0.195
H -1.349 -3.189 -1.180
H -1.949 -1.885 -2.022
H -1.897 0.751 0.528
H -2.380 -0.112 -0.721
H 1.018 -1.561 -2.566
H 0.984 -2.903 -1.432
H 1.932 -1.485 -0.938
H 1.611 0.939 -0.553
H 0.258 2.069 -0.201
H 0.618 0.810 1.020
H 1.469 3.959 5.091
H 1.776 3.930 3.539
O 2.153 3.878 4.421
*
```

A 2-piece molecular cluster, C5H13NO overall, computed with ωB97M-V/def2-TZVPD.

Calculated values
- Orbital gap: 8.2 eV
- E_HOMO: -7.64 eV
- SMILES: CC/C=C\NC.O
- Total energy: -328.2522 Ha
- F_max: 2.35 eV/A

Structure (ORCA input):
```
! wB97M-V def2-TZVPD RIJCOSX def2/J DEFGRID3
* xyz 0 1
C 2.907 1.596 -1.631
C 2.255 0.533 -0.774
C 1.149 1.094 0.124
C 0.297 0.340 0.819
N 0.547 -1.013 1.042
C -0.559 -1.922 1.247
H 3.668 1.140 -2.270
H 3.418 2.404 -1.090
H 2.250 2.097 -2.307
H 1.696 -0.147 -1.382
H 3.028 0.132 -0.121
H 0.952 2.157 -0.001
H -0.638 0.652 1.250
H 1.481 -1.369 1.066
H -0.735 -2.487 0.324
H -0.432 -2.578 2.107
H -1.457 -1.344 1.374
H -6.304 -1.127 0.197
H -6.516 0.299 -0.166
O -7.005 -0.456 0.191
*
```

A 2-piece molecular cluster, C5H13NO overall, computed with ωB97M-V/def2-TZVPD.

Calculated values
- Orbital gap: 9.0 eV
- E_HOMO: -8.16 eV
- SMILES: CC/C(C)=C/N.O
- Total energy: -328.2371 Ha
- F_max: 3.44 eV/A

Structure (ORCA input):
```
! wB97M-V def2-TZVPD RIJCOSX def2/J DEFGRID3
* xyz 0 1
C -2.338 0.262 0.528
C -0.851 0.327 0.985
C 0.093 -0.575 0.272
C 1.385 -0.550 0.637
N 2.389 -1.096 -0.288
C -0.322 -1.254 -1.028
H -3.044 0.628 1.306
H -2.443 0.912 -0.411
H -2.902 -0.685 0.299
H -0.559 1.346 0.694
H -0.653 0.255 2.129
H 1.673 0.238 1.382
H 2.201 -2.062 -0.369
H 3.277 -0.974 0.040
H -0.564 -0.629 -1.856
H -1.146 -1.933 -0.971
H 0.492 -1.891 -1.477
H 1.247 2.830 -1.399
H 0.784 2.027 -0.069
O 1.283 2.823 -0.404
*
```

A 2-piece molecular cluster, C5H13NO overall, computed with ωB97M-V/def2-TZVPD.

Calculated values
- Orbital gap: 9.8 eV
- E_HOMO: -8.87 eV
- SMILES: C=CN.CCCO
- Total energy: -328.2527 Ha
- F_max: 2.26 eV/A

Structure (ORCA input):
```
! wB97M-V def2-TZVPD RIJCOSX def2/J DEFGRID3
* xyz 0 1
C -1.539 -0.879 -0.145
O -0.576 -1.425 -1.097
C -1.591 0.663 -0.109
C -1.162 1.418 -1.436
H -1.407 -1.272 0.876
H -2.504 -1.256 -0.548
H -0.942 1.010 0.701
H -2.633 0.953 0.137
H -1.267 2.503 -1.331
H -1.699 1.084 -2.310
H -0.071 1.242 -1.692
C 1.561 0.431 0.838
C 1.269 0.379 2.142
N 2.106 -0.599 0.061
H 1.227 1.255 0.216
H 0.925 1.244 2.730
H 1.327 -0.483 2.771
H 2.824 -1.188 0.516
H 0.350 -1.333 -0.692
H 2.500 -0.228 -0.770
*
```

Question: What is the F_max in the tenth record?
Answer: 2.35 eV/A